This record from OMol25 describes 9 unconnected molecules or ions with the total composition C57H119N5O9 in a non-equilibrium geometry. The level of theory is ωB97M-V with the def2-TZVPD basis set.

```
! RIJCOSX wB97M-V def2-TZVPD def2/J DEFGRID3
* xyz 0 1
C 19.404 16.713 16.568
C 19.587 16.800 18.104
C 20.761 17.677 18.437
C 18.257 17.397 18.645
C 17.983 17.270 20.070
C 18.047 15.744 20.367
C 19.439 15.092 20.056
C 20.582 15.615 20.960
C 19.193 13.624 20.223
N 19.617 15.387 18.613
O 20.740 14.667 18.111
H 19.382 17.700 16.102
H 20.111 16.006 16.138
H 18.489 16.160 16.334
H 20.764 18.494 17.696
H 20.740 18.071 19.453
H 21.675 17.050 18.271
H 18.256 18.487 18.391
H 17.385 16.932 18.149
H 18.826 17.765 20.609
H 17.085 17.786 20.357
H 17.451 15.276 19.588
H 17.713 15.409 21.337
H 20.277 16.637 21.215
H 21.596 15.609 20.572
H 20.528 15.071 21.896
H 18.734 13.423 21.183
H 20.065 13.003 20.201
H 18.467 13.251 19.491
H 21.492 15.009 18.602
C 16.557 10.312 8.218
C 16.614 11.244 9.499
C 15.392 12.131 9.566
C 16.457 10.337 10.752
C 17.764 9.584 11.100
C 18.782 10.655 11.256
C 19.082 11.457 10.012
C 19.983 12.680 10.488
C 19.815 10.693 8.833
N 17.796 12.076 9.714
O 17.897 12.927 8.563
H 15.552 9.892 8.115
H 16.815 10.876 7.315
H 17.186 9.436 8.370
H 15.495 12.811 10.409
H 15.222 12.771 8.725
H 14.529 11.477 9.654
H 16.128 10.848 11.686
H 15.653 9.644 10.430
H 17.661 8.996 12.010
H 18.149 8.952 10.303
H 19.708 10.210 11.610
H 18.417 11.380 12.000
H 20.974 12.384 10.785
H 19.454 13.085 11.310
H 20.174 13.380 9.681
H 19.439 9.698 8.720
H 20.880 10.742 9.091
H 19.719 11.235 7.898
H 18.215 12.385 7.834
C 8.188 14.406 19.049
C 9.524 14.002 19.677
C 9.328 13.584 21.171
C 10.110 12.768 19.076
C 10.669 13.026 17.652
C 11.696 14.139 17.729
C 11.128 15.469 18.343
C 12.307 16.382 18.710
C 10.263 16.264 17.453
N 10.555 15.082 19.640
O 9.943 16.299 20.164
H 7.342 13.916 19.554
H 7.930 15.416 19.324
H 8.078 14.245 17.975
H 8.948 14.404 21.807
H 8.595 12.796 21.221
H 10.260 13.324 21.653
H 10.976 12.402 19.639
H 9.357 11.958 19.151
H 11.091 12.108 17.272
H 9.868 13.373 16.981
H 12.121 14.369 16.735
H 12.500 13.840 18.364
H 12.000 17.334 19.186
H 12.867 16.652 17.799
H 13.093 15.914 19.287
H 9.542 15.624 16.946
H 10.895 16.711 16.679
H 9.659 16.966 18.016
H 10.450 16.489 20.974
C 17.684 11.730 14.689
C 17.866 13.245 14.709
C 19.330 13.630 14.652
C 17.099 13.936 13.553
C 15.573 13.724 13.684
C 15.140 14.450 14.885
C 15.868 13.935 16.150
C 15.676 14.990 17.253
C 15.207 12.656 16.679
N 17.328 13.913 15.905
O 17.933 13.287 17.051
H 18.634 11.205 14.549
H 17.329 11.343 15.643
H 16.990 11.369 13.934
H 19.826 12.988 13.938
H 19.467 14.636 14.304
H 19.904 13.613 15.576
H 17.338 14.984 13.529
H 17.423 13.422 12.630
H 15.014 14.024 12.825
H 15.472 12.619 13.790
H 14.050 14.454 15.064
H 15.538 15.460 14.672
H 16.149 14.775 18.209
H 14.616 15.178 17.465
H 16.118 15.977 17.027
H 15.782 12.279 17.520
H 15.106 11.821 15.976
H 14.155 12.935 16.948
H 18.474 14.001 17.442
C 9.482 8.506 14.377
C 9.265 9.585 13.244
C 8.513 9.073 12.059
C 8.418 10.777 13.672
C 9.137 11.817 14.576
C 10.386 12.235 13.921
C 11.321 11.097 13.586
C 12.396 11.760 12.670
C 12.017 10.465 14.783
N 10.513 10.169 12.755
O 11.328 9.095 12.230
H 10.432 7.980 14.219
H 9.402 8.922 15.380
H 8.701 7.743 14.284
H 8.594 9.812 11.272
H 8.789 8.121 11.639
H 7.480 8.900 12.326
H 8.088 11.245 12.739
H 7.587 10.382 14.230
H 8.493 12.651 14.895
H 9.356 11.341 15.516
H 10.985 12.884 14.594
H 10.127 12.714 12.988
H 13.173 11.118 12.230
H 12.927 12.495 13.288
H 11.962 12.242 11.782
H 12.462 9.497 14.482
H 11.375 10.353 15.690
H 12.868 11.083 15.103
H 11.428 9.231 11.274
C 15.675 7.000 17.121
C 15.343 8.316 16.451
C 15.210 8.321 14.910
O 15.028 9.320 17.050
H 14.884 6.279 16.884
H 15.671 7.187 18.200
H 16.645 6.626 16.790
H 15.982 7.732 14.445
H 15.149 9.359 14.521
H 14.247 7.883 14.638
C 14.037 13.720 20.885
C 13.307 12.385 20.925
C 13.494 11.436 19.737
O 12.607 12.092 21.834
H 14.582 13.864 19.924
H 14.681 13.904 21.729
H 13.228 14.478 20.864
H 12.876 10.581 19.932
H 14.558 11.098 19.755
H 13.338 11.813 18.752
C 16.489 18.625 14.729
C 14.980 18.642 14.556
C 14.159 18.065 15.686
O 14.460 19.162 13.607
H 16.863 19.595 15.092
H 16.925 18.414 13.761
H 16.798 17.881 15.470
H 13.165 18.517 15.584
H 14.614 18.194 16.683
H 14.047 17.002 15.505
C 17.462 10.582 19.294
C 18.883 10.114 19.574
C 19.755 9.815 18.320
O 19.346 10.082 20.663
H 16.849 9.894 18.709
H 17.440 11.496 18.676
H 17.009 10.828 20.262
H 19.948 10.680 17.706
H 19.102 9.191 17.685
H 20.577 9.166 18.624
*
```

Properties
HOMO level in eV: -8.650
SMILES: CC1(C)CCCC(C)(C)N1O.CC1(C)CCCC(C)(C)N1O.CC1(C)CCCC(C)(C)N1O.CC1(C)CCCC(C)(C)N1O.CC1(C)CCCC(C)(C)N1O.CC(C)=O.CC(C)=O.CC(C)=O.CC(C)=O
HOMO-LUMO gap in eV: 9.02

Atomic partial charges in e from the Mulliken method, atoms 1 to 5: C -1.740; C 1.566; C -1.663; C -0.206; C -1.127